Formula: C39H66BrGeN2O6SiTi
Source: the Open Molecules 2025 dataset
Level of theory: wB97M-V/def2-TZVPD

Structure (XYZ):
```
117
Properties=species:S:1:pos:R:3
Ti -1.467 0.415 0.519
C -5.088 1.388 2.586
C -4.439 0.669 1.404
C -4.934 1.265 0.086
C -4.764 -0.823 1.460
O -3.049 0.879 1.512
Ge -1.114 0.203 3.600
O -0.617 1.408 2.219
C -0.057 2.716 2.479
C -1.225 3.698 2.427
C 0.960 3.018 1.387
C 0.619 2.760 3.843
O 0.587 -0.359 3.691
C 1.227 -1.485 4.280
C 0.392 -2.053 5.426
C 2.569 -0.982 4.803
C 1.446 -2.535 3.196
H -6.177 1.317 2.545
H -4.805 2.442 2.576
H -4.746 0.948 3.525
H -6.005 1.101 -0.045
H -4.410 0.804 -0.755
H -4.740 2.339 0.060
H -5.844 -0.988 1.465
H -4.347 -1.263 2.370
H -4.344 -1.346 0.600
H -1.727 3.626 1.463
H -0.880 4.723 2.578
H -1.958 3.456 3.199
H 0.496 2.955 0.401
H 1.779 2.299 1.430
H 1.363 4.024 1.519
H -0.093 2.563 4.650
H 1.020 3.761 4.009
H 1.427 2.033 3.907
H 0.936 -2.842 5.946
H -0.542 -2.481 5.055
H 0.155 -1.268 6.146
H 2.419 -0.242 5.591
H 3.126 -0.514 3.990
H 3.164 -1.803 5.207
H 0.498 -2.820 2.743
H 1.918 -3.425 3.616
H 2.090 -2.133 2.410
C -1.937 4.364 -1.211
O -2.043 4.034 -2.588
C -2.151 2.749 -3.028
C -2.395 2.639 -4.387
C -2.566 1.406 -5.008
C -2.500 0.263 -4.248
C -2.218 0.335 -2.875
C -2.218 -0.919 -2.160
N -2.023 -1.055 -0.895
N -2.164 -2.344 -0.395
C -1.838 -2.376 0.865
O -1.306 -1.378 1.521
C -2.155 -3.615 1.619
C -2.456 -4.803 0.955
C -2.774 -5.940 1.677
C -2.806 -5.901 3.066
C -2.518 -4.719 3.732
C -2.186 -3.582 3.010
C -2.003 1.583 -2.237
O -1.691 1.669 -0.957
H -1.967 5.452 -1.184
H -0.999 4.013 -0.785
H -2.768 3.956 -0.635
H -2.462 3.560 -4.950
H -2.766 1.358 -6.069
H -2.664 -0.709 -4.696
H -2.437 -1.819 -2.732
H -2.443 -4.816 -0.126
H -3.000 -6.861 1.157
H -3.060 -6.791 3.627
H -2.547 -4.681 4.813
H -1.965 -2.655 3.521
C 1.315 2.500 -2.466
C 1.949 1.337 -3.246
C 3.051 1.885 -4.170
C 0.838 0.773 -4.143
Si 2.649 -0.007 -2.066
Br 1.200 -0.041 -0.311
C 2.579 -1.802 -2.738
C 1.133 -2.289 -2.911
C 3.302 -1.910 -4.094
C 3.262 -2.766 -1.758
C 4.298 0.465 -1.181
C 4.280 1.952 -0.792
C 5.505 0.214 -2.104
C 4.543 -0.318 0.120
H 0.924 3.227 -3.185
H 2.017 3.018 -1.817
H 0.474 2.157 -1.858
H 2.601 2.611 -4.854
H 3.503 1.104 -4.783
H 3.847 2.400 -3.636
H 0.445 1.587 -4.760
H 0.003 0.379 -3.564
H 1.188 -0.003 -4.819
H 0.587 -1.737 -3.673
H 0.570 -2.232 -1.977
H 1.157 -3.340 -3.216
H 2.839 -1.299 -4.866
H 3.257 -2.948 -4.436
H 4.354 -1.636 -4.033
H 2.837 -2.703 -0.755
H 4.335 -2.599 -1.693
H 3.115 -3.790 -2.115
H 4.217 2.619 -1.648
H 5.209 2.187 -0.264
H 3.451 2.183 -0.119
H 5.444 0.753 -3.047
H 5.636 -0.844 -2.323
H 6.414 0.550 -1.595
H 3.714 -0.232 0.823
H 5.431 0.099 0.605
H 4.734 -1.374 -0.052
```

Its charge is 0. For the HOMO-LUMO gap (spin up / spin down), the calculation gives 7.22 / 7.73 eV. As for the spin multiplicity: 2.

Mulliken population analysis, charges in e, atoms 1 to 99: atom 1 (Ti): -0.08, atom 2 (C): -1.78, atom 3 (C): 1.63, atom 4 (C): -1.20, atom 5 (C): -1.44, atom 6 (O): -0.41, atom 7 (Ge): -1.07, atom 8 (O): 1.24, atom 9 (C): 2.14, atom 10 (C): -1.56, atom 11 (C): -1.84, atom 12 (C): -1.84, atom 13 (O): 0.71, atom 14 (C): 1.86, atom 15 (C): -1.77, atom 16 (C): -1.83, atom 17 (C): -0.92, atom 18 (H): 0.38, atom 19 (H): 0.34, atom 20 (H): 0.37, atom 21 (H): 0.54, atom 22 (H): 0.03, atom 23 (H): 0.22, atom 24 (H): 0.55, atom 25 (H): 0.16, atom 26 (H): 0.25, atom 27 (H): -0.02, atom 28 (H): 0.47, atom 29 (H): 0.31, atom 30 (H): -0.16, atom 31 (H): 0.36, atom 32 (H): 0.60, atom 33 (H): 0.43, atom 34 (H): 0.49, atom 35 (H): 0.22, atom 36 (H): 0.44, atom 37 (H): 0.27, atom 38 (H): 0.37, atom 39 (H): 0.39, atom 40 (H): 0.24, atom 41 (H): 0.41, atom 42 (H): 0.03, atom 43 (H): 0.49, atom 44 (H): -0.01, atom 45 (C): -0.29, atom 46 (O): -0.49, atom 47 (C): 0.14, atom 48 (C): -0.40, atom 49 (C): -1.05, atom 50 (C): -0.48, atom 51 (C): -0.74, atom 52 (C): -0.66, atom 53 (N): 1.90, atom 54 (N): -1.30, atom 55 (C): 0.11, atom 56 (O): 0.23, atom 57 (C): 0.26, atom 58 (C): -0.46, atom 59 (C): -0.79, atom 60 (C): -0.47, atom 61 (C): -1.23, atom 62 (C): 0.55, atom 63 (C): 1.25, atom 64 (O): -0.26, atom 65 (H): 0.30, atom 66 (H): 0.09, atom 67 (H): 0.11, atom 68 (H): 0.48, atom 69 (H): 0.39, atom 70 (H): 0.44, atom 71 (H): 0.32, atom 72 (H): 0.47, atom 73 (H): 0.41, atom 74 (H): 0.40, atom 75 (H): 0.43, atom 76 (H): 0.15, atom 77 (C): -1.74, atom 78 (C): 3.29, atom 79 (C): -1.94, atom 80 (C): -1.90, atom 81 (Si): -1.66, atom 82 (Br): -0.04, atom 83 (C): 2.56, atom 84 (C): -1.91, atom 85 (C): -1.62, atom 86 (C): -1.96, atom 87 (C): 2.76, atom 88 (C): -1.73, atom 89 (C): -1.86, atom 90 (C): -1.81, atom 91 (H): 0.65, atom 92 (H): 0.33, atom 93 (H): -0.23, atom 94 (H): 0.53, atom 95 (H): 0.34, atom 96 (H): 0.36, atom 97 (H): 0.67, atom 98 (H): 0.06, atom 99 (H): 0.38



Formula: C28H44AgF6O20PS2
Source: the Open Molecules 2025 dataset
Level of theory: wB97M-V/def2-TZVPD

Structure (XYZ):
```
102
Properties=species:S:1:pos:R:3
Ag -0.196 -2.458 -2.510
P -0.435 0.011 -0.427
F -0.030 -0.010 -1.984
F -1.149 1.465 -0.520
F -1.811 -0.738 -0.930
F -0.880 -0.104 1.101
F 0.346 -1.430 -0.254
F 0.971 0.719 0.004
O -1.578 -3.809 -1.016
C -2.046 -3.821 0.085
O -3.312 -4.239 0.272
C -3.747 -4.014 1.613
C -2.630 -3.213 2.271
C -1.391 -3.522 1.415
H -3.906 -4.962 2.126
H -4.658 -3.419 1.571
H -2.622 -3.260 3.361
H -2.848 -2.143 2.174
H -0.766 -4.368 1.695
H -0.824 -2.595 1.424
O -2.285 -2.267 -3.918
C -3.359 -1.862 -3.555
O -4.323 -2.711 -3.166
C -5.577 -2.022 -2.951
C -5.402 -0.673 -3.648
C -3.900 -0.451 -3.593
H -5.721 -1.865 -1.883
H -6.378 -2.623 -3.369
H -5.950 0.051 -3.040
H -5.833 -0.639 -4.646
H -3.529 0.054 -2.699
H -3.440 -0.017 -4.479
O 3.796 2.737 0.975
C 3.103 3.177 1.868
O 3.137 4.456 2.227
C 2.107 4.794 3.183
C 1.185 3.568 3.175
C 2.033 2.429 2.616
H 1.590 5.672 2.817
H 2.528 4.857 4.185
H 0.335 3.751 2.511
H 0.726 3.263 4.116
H 1.544 1.622 2.085
H 2.644 1.948 3.397
O 1.661 -3.567 -1.691
C 2.352 -4.186 -0.930
O 3.658 -4.292 -1.141
C 4.325 -5.081 -0.157
C 3.234 -5.740 0.687
C 1.950 -4.978 0.323
H 4.901 -4.405 0.472
H 4.943 -5.827 -0.649
H 3.486 -5.754 1.745
H 3.037 -6.776 0.407
H 1.643 -4.285 1.108
H 1.117 -5.626 0.065
O -1.823 4.543 -1.154
C -0.690 4.823 -1.409
O -0.364 5.449 -2.568
C 1.067 5.458 -2.761
C 1.695 4.924 -1.476
C 0.537 4.469 -0.632
H 1.439 6.381 -3.196
H 1.269 4.693 -3.519
H 2.305 5.712 -1.032
H 2.286 4.027 -1.646
H 0.506 4.880 0.378
H 0.551 3.388 -0.516
O 1.159 -3.300 3.956
C 1.935 -2.613 3.345
O 3.194 -3.042 3.133
C 3.941 -2.182 2.279
C 2.962 -1.110 1.797
C 1.776 -1.233 2.782
H 4.483 -2.689 1.486
H 4.701 -1.689 2.895
H 2.596 -1.412 0.812
H 3.378 -0.112 1.690
H 0.867 -1.067 2.212
H 1.856 -0.509 3.594
C 3.796 0.816 -1.278
C 3.566 -0.472 -2.051
O 3.552 -0.101 -3.449
S 3.920 1.473 -3.662
O 2.703 2.252 -3.752
O 4.965 1.632 -4.627
O 4.492 1.688 -2.184
H 4.373 0.698 -0.368
H 2.892 1.365 -1.022
H 2.583 -0.945 -1.954
H 4.264 -1.299 -1.905
C -4.021 3.227 0.452
C -4.648 2.051 1.255
O -5.781 2.534 1.938
S -6.121 4.050 1.473
O -5.591 4.935 2.485
O -7.494 4.152 1.096
O -5.187 4.009 0.165
H -3.710 2.749 -0.473
H -3.185 3.756 0.894
H -3.916 1.636 1.956
H -4.905 1.182 0.643
```

Its charge is 0. For the HOMO-LUMO gap, the calculation gives 10.23 eV. As for the spin multiplicity: 1.

Mulliken population analysis, charges in e, atoms 1 to 99: atom 1 (Ag): 0.74, atom 2 (P): 1.72, atom 3 (F): -0.46, atom 4 (F): -0.38, atom 5 (F): -0.22, atom 6 (F): -0.59, atom 7 (F): -0.15, atom 8 (F): -0.26, atom 9 (O): -0.64, atom 10 (C): 0.18, atom 11 (O): -0.41, atom 12 (C): -0.50, atom 13 (C): -0.73, atom 14 (C): 1.31, atom 15 (H): 0.28, atom 16 (H): 0.35, atom 17 (H): 0.50, atom 18 (H): 0.10, atom 19 (H): 0.43, atom 20 (H): -0.94, atom 21 (O): -0.71, atom 22 (C): 0.50, atom 23 (O): -0.32, atom 24 (C): -0.36, atom 25 (C): -0.56, atom 26 (C): 0.08, atom 27 (H): 0.23, atom 28 (H): 0.34, atom 29 (H): 0.31, atom 30 (H): 0.26, atom 31 (H): -0.18, atom 32 (H): 0.39, atom 33 (O): -0.54, atom 34 (C): 0.49, atom 35 (O): -0.43, atom 36 (C): -0.52, atom 37 (C): -0.74, atom 38 (C): 0.93, atom 39 (H): 0.41, atom 40 (H): 0.30, atom 41 (H): 0.04, atom 42 (H): 0.46, atom 43 (H): -0.72, atom 44 (H): 0.32, atom 45 (O): -0.51, atom 46 (C): 0.17, atom 47 (O): -0.37, atom 48 (C): -0.35, atom 49 (C): -0.79, atom 50 (C): 0.65, atom 51 (H): 0.19, atom 52 (H): 0.35, atom 53 (H): 0.33, atom 54 (H): 0.31, atom 55 (H): -0.73, atom 56 (H): 0.56, atom 57 (O): -0.49, atom 58 (C): 0.10, atom 59 (O): -0.42, atom 60 (C): -0.49, atom 61 (C): 0.01, atom 62 (C): 1.36, atom 63 (H): 0.32, atom 64 (H): 0.21, atom 65 (H): 0.36, atom 66 (H): -0.23, atom 67 (H): 0.00, atom 68 (H): -0.83, atom 69 (O): -0.62, atom 70 (C): 0.10, atom 71 (O): -0.36, atom 72 (C): -0.50, atom 73 (C): 0.78, atom 74 (C): 0.53, atom 75 (H): -0.01, atom 76 (H): 0.40, atom 77 (H): -0.53, atom 78 (H): 0.15, atom 79 (H): -0.40, atom 80 (H): 0.43, atom 81 (C): 0.32, atom 82 (C): 0.53, atom 83 (O): -0.34, atom 84 (S): 1.05, atom 85 (O): -0.46, atom 86 (O): -0.59, atom 87 (O): -0.51, atom 88 (H): 0.44, atom 89 (H): -0.19, atom 90 (H): -0.43, atom 91 (H): 0.18, atom 92 (C): -0.05, atom 93 (C): 0.04, atom 94 (O): -0.38, atom 95 (S): 1.11, atom 96 (O): -0.55, atom 97 (O): -0.55, atom 98 (O): -0.35, atom 99 (H): 0.15



Formula: C9H13NO
Source: the Open Molecules 2025 dataset
Level of theory: wB97M-V/def2-TZVPD

Structure (XYZ):
```
24
Properties=species:S:1:pos:R:3
C 4.490 1.083 -1.374
N 3.944 0.697 -0.032
C 3.387 -0.549 0.284
C 3.148 -1.067 1.675
O 3.132 -1.211 -0.778
H 4.012 0.385 -2.065
H 4.205 2.242 -1.422
H 5.591 1.074 -1.362
H 4.626 0.998 0.752
H 3.529 -0.615 2.770
H 3.402 -2.346 1.714
H 1.926 -0.804 1.465
C -2.731 0.783 0.373
C -2.494 -0.337 -0.513
C -3.499 -1.228 -0.829
C -4.864 -0.823 -0.658
C -5.042 0.340 0.066
C -3.945 1.080 0.758
H -1.848 1.409 0.773
H -1.520 -0.650 -0.780
H -3.232 -2.173 -1.409
H -5.837 -1.447 -0.679
H -6.028 1.080 0.024
H -4.350 2.080 1.244
```

As for the SMILES: CNC(C)=O.c1ccccc1. Its charge is 0. For the HOMO-LUMO gap, the calculation gives 9.57 eV. As for the spin multiplicity: 1.

List of Mulliken charges in e, atom by atom: atom 1 (C): -0.72, atom 2 (N): -0.28, atom 3 (C): 0.53, atom 4 (C): -0.65, atom 5 (O): -0.65, atom 6 (H): 0.35, atom 7 (H): 0.21, atom 8 (H): 0.25, atom 9 (H): 0.26, atom 10 (H): 0.30, atom 11 (H): 0.24, atom 12 (H): 0.17, atom 13 (C): -0.10, atom 14 (C): -0.49, atom 15 (C): -0.24, atom 16 (C): -0.39, atom 17 (C): 0.00, atom 18 (C): -0.40, atom 19 (H): 0.25, atom 20 (H): 0.43, atom 21 (H): 0.29, atom 22 (H): 0.27, atom 23 (H): 0.18, atom 24 (H): 0.22